(1)
C5H8O2S | ωB97M-V/def2-TZVPD

Results
Gap between HOMO and LUMO (Ha): 0.366
Total charge: 0
Electronic energy (eV): -20241.265
Relative energy (zero: lowest compared OMol25 entry of this formula, charge and spin) (eV): 3.6632
E_LUMO (eV): 0.8
SMILES: SC[C@@H]1[C@H]2OCO[C@@H]12
Maximum force (eV/Å): 4.28

XYZ file:
```
16
Properties=species:S:1:pos:R:3:forces:R:3:lowdin_charge:R:1
H 0.05373 0.22725 1.62191 0.7 0.0 0.9 0.154
H 1.92880 1.65202 0.47834 -0.4 -0.5 -0.5 0.079
H -0.71706 1.79325 -0.98847 0.3 -1.2 1.1 0.165
C 0.28133 0.31741 0.59030 -0.5 2.0 -2.0 -0.234
H 1.29543 1.45694 -1.11088 0.5 -2.1 0.8 0.120
O -2.25937 0.94309 0.20264 2.0 -1.7 -0.1 -0.100
H 2.07157 -1.56554 0.07702 1.1 1.8 -0.2 -0.070
H -3.37071 -0.63552 0.88533 -0.2 -0.6 0.5 0.115
C -0.80499 0.95559 -0.23518 -4.1 0.8 -0.9 -0.179
C -0.45898 -0.46679 -0.39907 -1.0 -1.7 -1.3 -0.248
S 2.85884 -0.35647 0.04748 -0.6 -2.0 -0.7 0.686
H 0.15039 -0.84245 -1.23037 -0.7 -0.2 0.2 0.155
C 1.52282 0.82550 -0.17345 0.8 2.2 2.8 -0.577
O -1.59430 -1.28520 -0.01929 1.6 0.3 0.4 -0.042
H -3.27532 -0.55526 -0.98148 0.7 0.2 2.0 0.156
C -2.71500 -0.48009 0.05442 -0.1 2.8 -3.0 -0.182
```
Positions in Å, forces in eV/Å.

---

(2)
C5H8O3 | ωB97M-V/def2-TZVPD

Results
Gap between HOMO and LUMO (Ha): 0.219
Total charge: -2
Electronic energy (eV): -11454.085
Relative energy (zero: lowest compared OMol25 entry of this formula, charge and spin) (eV): 1.6896
E_LUMO (eV): 6.8
SMILES: O=C([O-])CCCC[O-]
Maximum force (eV/Å): 6.85

XYZ file:
```
16
Properties=species:S:1:pos:R:3:forces:R:3:lowdin_charge:R:1
H -0.81339 0.60586 -1.56099 -1.3 -0.5 -2.8 0.036
C -0.38350 1.06400 -0.75815 -2.2 -2.2 6.1 -0.149
C 1.05900 -0.96410 -0.19585 2.0 -1.0 1.5 -0.201
O -1.50755 3.23517 -0.32960 -0.5 1.2 0.4 -0.462
H 1.04905 -1.18502 -1.29380 0.4 0.2 0.8 0.103
C -0.17466 -0.24945 0.18596 -0.8 1.0 0.0 -0.289
H -2.37884 1.50004 -0.12943 -0.5 -1.0 1.7 0.066
H 0.55350 1.46416 -0.92893 1.8 1.3 -0.4 0.048
C 1.28454 -2.36214 0.59330 0.6 1.5 -2.6 -0.771
H -0.81321 1.94520 1.08332 -1.5 -0.5 0.8 0.069
O 0.55234 -3.27006 0.16977 -0.8 -1.0 0.5 -0.115
H 1.93795 -0.33739 0.18830 -0.9 -0.6 -1.2 0.109
H -1.02442 -0.93283 0.19685 -0.4 -0.1 -1.0 0.091
C -1.44546 1.98565 0.17015 3.3 1.0 -4.3 -0.508
O 2.29035 -2.41434 1.32255 0.2 -0.2 1.0 -0.124
H -0.18571 -0.08475 1.28655 0.6 0.8 -0.4 0.096
```
Positions in Å, forces in eV/Å.

---

(3)
C5H8O3 | ωB97M-V/def2-TZVPD

Results
Gap between HOMO and LUMO (Ha): 0.334
Total charge: 0
Electronic energy (eV): -11453.375
Relative energy (zero: lowest compared OMol25 entry of this formula, charge and spin) (eV): 4.1441
E_LUMO (eV): 0.7
SMILES: C[C@@H]1CC1=O.O=CO
Maximum force (eV/Å): 2.90

XYZ file:
```
16
Properties=species:S:1:pos:R:3:forces:R:3:lowdin_charge:R:1
C -0.77809 -1.80574 -0.08073 -2.1 -0.6 -0.2 -0.261
C -0.89334 0.64838 0.36520 2.8 -0.6 0.5 -0.400
C -0.28248 1.53524 -0.59761 -0.8 0.3 -0.4 -0.046
H 2.57858 0.86628 -0.11256 0.0 0.0 0.0 0.078
C 0.54443 0.24778 -0.48700 -0.8 0.2 0.6 -0.252
H 1.60016 0.65787 1.34685 0.0 -0.1 0.0 0.083
H -0.49879 -1.77945 0.97756 0.4 0.2 -0.2 0.150
H 0.62765 -0.27618 -1.43013 -0.3 -0.1 0.0 0.121
C 1.79121 0.25864 0.34667 0.1 0.1 0.0 -0.083
H -2.52064 -0.81493 0.52836 0.4 -0.3 -0.2 0.118
O -1.95955 -0.84018 -0.27026 0.5 -1.0 -0.7 -0.022
O -1.11987 0.58637 1.54213 -0.3 0.2 0.0 0.073
H -0.81610 1.67949 -1.52834 0.2 0.0 -0.1 0.121
H 0.11580 2.44564 -0.15601 -0.1 0.1 0.0 0.128
O -0.57442 -2.65360 -0.89265 0.0 1.6 0.8 0.116
H 2.18545 -0.75561 0.44851 0.0 0.1 0.1 0.078
```
Positions in Å, forces in eV/Å.

---

(4)
C5H8O3 | ωB97M-V/def2-TZVPD

Results
Gap between HOMO and LUMO (Ha): 0.366
Total charge: 0
Electronic energy (eV): -11452.839
Relative energy (zero: lowest compared OMol25 entry of this formula, charge and spin) (eV): 4.6800
E_LUMO (eV): 0.9
SMILES: O[C@@]12COCO[C@H]1C2
Maximum force (eV/Å): 5.47

XYZ file:
```
16
Properties=species:S:1:pos:R:3:forces:R:3:lowdin_charge:R:1
C 1.65581 -0.60838 0.25837 1.3 -1.2 -1.3 -0.211
H 0.51999 1.17091 -1.65366 -1.0 0.0 0.6 0.148
H -0.28981 -1.23209 -1.31774 0.0 0.7 1.3 0.175
O 0.44784 -1.28760 0.65264 0.7 -1.0 0.9 -0.070
C -0.51494 -0.91682 -0.25184 -0.9 0.3 -1.0 -0.249
O 1.51825 0.78832 0.07406 -0.1 -1.3 0.5 -0.115
H -2.58764 -0.52411 -1.04204 1.0 0.2 0.9 0.125
O -0.73738 0.92736 1.38680 2.4 -1.9 1.2 0.001
C -1.94467 -0.40973 -0.12678 -0.3 -0.5 -0.7 0.047
C 0.25846 1.26351 -0.57216 3.4 3.4 -2.6 -0.119
H 2.10805 -1.19311 -0.64269 -1.2 1.3 0.6 0.153
H 2.44371 -0.84576 1.00413 -0.9 0.7 0.2 0.142
C -0.80495 0.57837 0.03308 -2.2 -1.5 0.5 -0.458
H -2.52975 -0.53189 0.79352 0.5 0.3 -0.4 0.122
H 0.16528 0.47451 1.66593 -2.6 1.5 -0.2 0.161
H 0.29178 2.34650 -0.26162 -0.1 -0.9 -0.6 0.150
```
Positions in Å, forces in eV/Å.

---

(5)
C5H8O3 | ωB97M-V/def2-TZVPD

Results
Gap between HOMO and LUMO (Ha): 0.373
Total charge: 0
Electronic energy (eV): -11455.660
Relative energy (zero: lowest compared OMol25 entry of this formula, charge and spin) (eV): 1.8588
E_LUMO (eV): 0.5
SMILES: C[C@H](C=O)[C@@H](O)C=O
Maximum force (eV/Å): 3.04

XYZ file:
```
16
Properties=species:S:1:pos:R:3:forces:R:3:lowdin_charge:R:1
C 0.56055 -1.31256 -1.05037 1.2 -1.4 2.4 -0.159
C -0.26986 1.07722 -1.24003 -0.6 2.1 0.6 -0.259
H -1.68247 -0.51028 0.63355 0.0 0.0 -0.1 0.085
C -1.22818 0.39657 1.03058 0.1 0.0 -0.1 -0.051
H 0.63455 -1.35590 1.71245 0.1 0.0 0.0 0.102
H -0.99221 0.22142 2.08028 0.0 0.1 0.0 0.081
H -1.96437 1.19633 0.98577 -0.1 0.0 0.0 0.085
C 1.06323 -0.30807 0.14364 -0.6 -0.1 -2.6 -0.335
C 0.01523 0.79176 0.24626 0.4 -0.3 -0.5 -0.279
H 1.98530 0.10595 -0.28422 -0.1 0.0 0.2 0.155
H -1.34784 1.02794 -1.47204 0.1 -0.2 -0.5 0.132
O 1.42095 -0.99391 1.28480 -0.1 -0.5 0.4 0.015
H 0.48202 1.68752 0.66611 -0.1 0.0 0.0 0.155
O -0.52167 -1.43292 -1.54657 -0.2 0.9 -0.1 0.075
H 1.30232 -2.12794 -1.18106 0.2 0.2 -0.3 0.127
O 0.54244 1.53687 -2.00916 -0.3 -0.7 0.4 0.071
```
Positions in Å, forces in eV/Å.

---

(6)
C5H8O3 | ωB97M-V/def2-TZVPD

Results
Gap between HOMO and LUMO (Ha): 0.337
Total charge: 0
Electronic energy (eV): -11456.248
Relative energy (zero: lowest compared OMol25 entry of this formula, charge and spin) (eV): 1.2711
E_LUMO (eV): 0.7
SMILES: CC(C)=C(O)OC=O
Maximum force (eV/Å): 1.33

XYZ file:
```
16
Properties=species:S:1:pos:R:3:forces:R:3:lowdin_charge:R:1
H 1.92402 1.93401 -0.17710 0.1 0.1 0.0 0.080
H -1.34313 0.05425 2.54363 0.0 0.0 0.0 0.117
H -1.97681 -2.74070 0.21118 0.1 0.0 -0.1 0.151
C 0.25260 0.57328 -0.10801 -0.5 0.2 0.3 -0.278
C -0.61788 0.11298 0.78761 0.4 0.0 -0.2 -0.344
O -1.64542 -0.79354 0.47349 -0.1 0.9 0.3 0.050
H 0.53733 -0.08215 -2.12863 0.2 -0.2 -0.2 0.082
H 0.13284 1.61362 -1.94916 0.0 0.2 -0.1 0.082
O -0.05736 -2.23144 -0.27793 -0.9 -0.1 0.5 0.104
H -1.11195 0.38300 -1.74807 -0.3 0.0 -0.1 0.079
C -0.07159 0.61608 -1.57043 0.1 -0.4 0.3 -0.042
C -1.16778 -2.00176 0.11854 0.6 -0.8 -0.8 -0.304
H 1.69028 1.11140 1.38041 0.1 0.1 0.2 0.075
H 2.31418 0.22092 -0.00463 0.1 0.0 0.0 0.093
C 1.62531 1.00517 0.30675 -0.4 0.3 0.0 -0.029
O -0.48465 0.22490 2.14233 0.2 -0.1 -0.1 0.083
```
Positions in Å, forces in eV/Å.